Entry 1:
The following is a DFT calculation (the ωB97M-V functional and the def2-TZVPD basis) of 11 unconnected molecules or ions with the total composition C36H98N4O15 at a distorted geometry.

CARTESIAN COORDINATES (ANGSTROEM)
1 H 6.721 19.568 17.248
2 C 6.313 16.967 13.804
3 C 8.695 16.490 18.071
4 H -1.980 16.616 12.746
5 O 7.233 15.897 11.884
6 H 8.018 11.940 14.195
7 C 0.492 17.216 18.588
8 H 3.479 15.667 19.185
9 H -0.672 10.658 15.863
10 C 8.240 15.687 19.313
11 C 2.309 12.343 10.874
12 C 0.182 11.332 15.796
13 H -1.915 14.215 16.302
14 H 0.312 15.764 14.493
15 C 6.300 20.401 16.678
16 O 0.951 11.261 16.953
17 C 1.965 14.023 21.341
18 H 3.734 14.552 16.354
19 H 7.782 19.991 14.589
20 O 6.161 18.877 19.383
21 H 7.336 15.138 19.048
22 H -1.507 18.636 11.800
23 O -0.306 17.722 13.275
24 O 8.735 15.563 17.010
25 H -0.994 14.378 22.708
26 H 3.154 11.653 10.941
27 C -0.944 16.432 13.031
28 H 6.769 10.842 16.699
29 H 9.408 15.323 15.085
30 H 1.684 17.481 13.266
31 H 5.812 19.056 23.913
32 H 5.102 22.107 16.877
33 C -0.104 14.746 22.194
34 H 1.969 12.975 16.522
35 H 9.066 15.013 19.569
36 H 1.053 12.791 19.176
37 H 0.261 18.083 19.207
38 H 1.617 13.604 14.040
39 H -0.395 15.582 21.561
40 H 2.904 11.494 16.243
41 H 7.115 13.730 15.810
42 H 6.443 23.516 18.367
43 H 2.903 17.998 14.034
44 H 5.450 13.836 12.600
45 H 6.020 16.894 14.862
46 H 0.474 15.348 16.879
47 C -1.740 15.288 16.429
48 H 6.684 16.351 11.244
49 H 3.649 18.402 16.331
50 H 2.905 11.063 18.676
51 C 7.938 11.188 14.975
52 H -0.601 14.727 18.167
53 H 5.680 15.763 17.102
54 C 7.146 16.009 21.425
55 C 2.173 11.981 16.899
56 H 7.684 15.149 21.785
57 H 5.880 18.771 20.293
58 H 7.953 17.257 17.834
59 H 7.288 15.035 13.690
60 H -0.221 12.329 15.609
61 H 7.386 19.249 23.036
62 H 3.207 13.043 13.538
63 H 6.896 22.126 21.001
64 H 4.880 14.717 14.075
65 O 2.620 17.656 13.169
66 C 2.240 13.388 13.168
67 C 2.761 12.079 18.277
68 H 8.952 11.111 15.375
69 H 6.256 13.213 17.249
70 H 2.433 14.394 12.757
71 C 4.485 15.446 18.833
72 N 8.017 16.585 20.418
73 H -2.582 15.637 17.017
74 C -0.748 15.584 14.279
75 H 5.077 24.799 22.488
76 O 4.561 17.503 17.531
77 C 5.280 14.796 13.074
78 H 4.356 20.604 17.499
79 H 7.262 17.524 13.792
80 H 6.203 15.620 21.027
81 O 7.339 21.198 16.208
82 H 5.546 17.557 13.293
83 H 0.368 14.046 11.367
84 H 4.548 15.235 12.396
85 C 7.124 12.984 16.620
86 C 6.568 15.646 13.111
87 H 2.842 13.248 10.585
88 H -1.408 16.968 15.458
89 C 3.633 15.632 16.489
90 N 2.049 12.943 19.175
91 H 6.511 16.359 23.399
92 C 1.486 12.568 12.132
93 H 3.631 13.114 20.465
94 H 2.291 19.073 15.995
95 H 8.832 16.898 15.359
96 H 3.735 12.548 18.089
97 H 8.867 19.735 16.011
98 H 9.705 16.839 18.296
99 C 6.894 22.991 20.353
100 O 6.127 18.052 22.105
101 C 5.276 21.200 17.460
102 H 1.948 14.984 20.814
103 C -0.458 18.455 12.072
104 H 0.046 19.404 12.145
105 H 5.775 19.956 15.839
106 C 6.697 22.620 18.924
107 C 6.916 16.899 22.548
108 C 5.856 24.146 22.114
109 O 5.621 11.821 15.333
110 H -0.540 15.959 12.125
111 H 6.727 24.786 22.284
112 O 0.586 13.689 21.544
113 H 2.366 11.967 20.948
114 C 4.690 16.070 17.476
115 O -0.652 16.827 17.889
116 H 0.671 16.399 19.301
117 H 1.222 11.589 12.561
118 H 5.209 15.834 19.546
119 H 5.093 17.870 18.260
120 H 2.637 15.862 16.839
121 O 3.200 18.976 15.674
122 N -1.693 16.028 15.226
123 H 2.470 14.185 22.290
124 H 0.718 10.908 14.951
125 H 7.902 17.242 22.892
126 C -0.506 15.449 17.340
127 H 6.059 19.899 19.257
128 H 0.479 15.107 23.040
129 C 6.313 19.142 22.934
130 H 8.060 13.048 17.178
131 H 7.652 22.277 18.539
132 C 2.554 12.966 20.518
133 H 7.811 23.582 20.502
134 H -1.025 14.557 13.996
135 H 5.991 20.075 22.469
136 C 6.874 11.631 15.944
137 O 5.758 23.776 20.769
138 H 1.662 11.921 10.106
139 H 7.549 17.458 20.179
140 H 4.858 21.899 19.243
141 H -0.133 17.914 11.170
142 C 9.304 16.065 15.885
143 H 1.435 17.410 18.058
144 H 9.023 21.114 15.013
145 H 3.755 16.095 15.500
146 N 5.704 21.562 18.805
147 H 10.357 16.266 16.103
148 H 5.208 10.971 15.129
149 O 0.268 13.233 11.870
150 H 7.630 10.247 14.521
151 C 8.262 20.468 15.444
152 H 4.666 14.374 18.738
153 H 5.869 23.322 22.839

Summary:
2S+1 = 1
lowest unoccupied orbital energy = 0.50 eV
ΔE to the lowest compared entry with this formula, charge and spin = 114.3 kJ/mol
E_HOMO = -8.651 eV
SMILES = COCCNCCOC.COCCNCCOC.COCCNCCOC.COCCNCCOC.CC(C)O.CC(C)O.CC(C)O.CC(C)O.O.O.O

Entry 2:
The following is a DFT calculation (the ωB97M-V functional and the def2-TZVPD basis) of 9 unconnected molecules or ions with the total composition C36H99N9O9 at a distorted geometry.

CARTESIAN COORDINATES (ANGSTROEM)
1 C 0.437 -6.603 3.552
2 H -10.313 0.178 -0.094
3 H -0.059 -1.318 -6.963
4 H -1.267 -8.043 3.416
5 H 6.538 -0.826 1.305
6 C -7.575 0.138 -0.940
7 H 0.503 2.944 -3.522
8 C -0.948 -7.161 3.971
9 C 0.667 3.624 -0.916
10 H -4.355 -0.296 0.679
11 H 2.868 -0.670 -1.089
12 H 4.874 0.010 3.206
13 N 2.075 2.587 -4.795
14 H -0.139 -5.920 1.533
15 H -0.281 3.086 -0.898
16 H 4.838 1.950 5.132
17 H -6.728 0.193 -1.624
18 H -0.540 -2.940 -7.486
19 H 0.592 0.405 -4.421
20 C -2.912 2.937 -2.829
21 H -2.403 -7.277 6.912
22 C -3.313 4.313 0.593
23 O 3.859 5.122 2.396
24 N 4.000 1.417 5.317
25 N -4.182 5.334 1.171
26 H 0.918 -8.455 4.099
27 O -2.651 3.095 -1.452
28 C -8.278 2.490 -0.595
29 O 1.653 2.673 -1.168
30 H -4.511 3.625 -0.970
31 C 0.037 -2.048 1.230
32 H -1.475 0.622 -0.633
33 O -2.088 -3.492 -4.365
34 H -1.625 -1.922 -6.435
35 H 3.627 -2.350 -1.293
36 H 0.601 4.054 0.083
37 H -3.960 2.824 -3.108
38 N 7.435 -0.923 0.850
39 H -2.468 1.994 -3.148
40 H 0.773 -2.792 0.925
41 H 0.295 -2.042 -4.671
42 N 3.925 1.898 0.733
43 C 4.425 3.053 1.408
44 H 6.129 -0.873 -2.242
45 N 1.157 -7.844 3.331
46 H 3.023 2.292 -4.608
47 H -1.745 -1.423 -3.706
48 C -0.065 -0.864 0.199
49 H 0.241 -4.640 2.549
50 H -3.103 -2.246 -3.127
51 H -0.076 3.279 4.724
52 O -1.070 -7.319 5.388
53 H -10.741 -0.662 -1.594
54 C -8.834 -0.203 -1.791
55 H 1.082 2.849 3.565
56 H -0.379 1.873 3.716
57 O 4.850 -0.817 -0.578
58 H 2.062 6.252 2.449
59 H 4.801 2.656 2.351
60 H 8.853 -2.185 -0.686
61 C 2.296 2.802 -2.346
62 C 3.865 -0.235 3.536
63 H 1.699 -2.929 -6.513
64 H 2.674 3.825 -2.341
65 H 6.093 -2.255 -1.175
66 H 3.008 4.390 0.643
67 H -3.079 -7.089 5.413
68 H 5.176 3.885 -0.482
69 C -0.805 -3.929 -4.730
70 H 6.372 2.887 0.577
71 H -8.686 -2.113 -2.301
72 H 2.134 -7.773 3.576
73 H 1.760 0.120 -3.331
74 H -9.771 -1.366 -0.182
75 H 2.990 1.987 0.362
76 H 0.897 -6.147 4.429
77 C 0.508 -5.682 2.377
78 H 3.447 2.102 5.812
79 H -2.373 3.674 -3.424
80 H 3.444 6.631 3.536
81 H 7.498 0.488 -0.508
82 H -2.823 -8.707 5.830
83 C 3.730 -1.269 -1.385
84 C 6.093 -1.165 -1.193
85 O -7.824 1.233 -0.041
86 H 0.240 0.676 -2.688
87 C -2.355 -7.727 5.921
88 C -3.801 -0.490 -0.240
89 H 1.960 -2.907 -4.922
90 N -8.823 -1.277 -2.851
91 C 5.546 3.595 0.502
92 H 1.927 -0.341 0.961
93 C 7.426 -0.599 -0.535
94 H 0.241 -1.223 -0.784
95 C 1.752 0.660 4.754
96 H -2.325 4.754 0.724
97 C -3.267 3.099 1.549
98 H 4.475 1.517 -0.023
99 H -9.684 -1.428 -3.356
100 C 0.958 0.841 -3.491
101 H 9.507 -0.642 -0.662
102 H 3.157 2.138 -2.272
103 H -0.384 -4.486 -3.892
104 H -4.461 -1.121 -0.834
105 C 8.683 -1.196 -1.112
106 H 3.447 -0.647 2.618
107 H -4.238 2.625 1.694
108 H -0.932 -2.547 1.237
109 C -0.603 -2.217 -6.674
110 H 2.520 3.423 2.121
111 H -2.980 3.362 2.567
112 N 1.054 0.011 0.595
113 C -9.958 -0.524 -0.849
114 H 1.182 0.038 4.063
115 H -1.709 -6.418 3.735
116 O 1.057 1.735 5.328
117 C 2.854 5.839 3.074
118 C -2.051 -2.410 -3.361
119 H 4.040 -1.045 4.245
120 C 3.295 4.005 1.621
121 H 0.714 4.411 -1.668
122 H 0.259 -1.610 2.203
123 C -1.449 -0.165 0.121
124 H -3.408 5.014 -1.409
125 H 1.894 -0.153 5.466
126 H 7.584 -1.921 0.875
127 H -1.610 0.261 1.111
128 H -9.214 2.399 -1.146
129 H 2.911 1.708 3.415
130 C -3.505 4.042 -0.926
131 H -1.303 -2.652 -2.606
132 H -7.275 -0.789 -0.452
133 H -4.235 6.217 0.683
134 C 0.052 -2.830 -5.385
135 H -3.919 5.454 2.138
136 C 1.407 2.337 -3.571
137 H 8.853 -1.296 -2.184
138 H 5.929 4.602 0.663
139 H -3.863 0.419 -0.838
140 H 1.524 -5.465 2.047
141 H -7.492 2.905 -1.226
142 H 1.328 0.775 -0.006
143 N 1.414 -3.355 -5.643
144 H 2.380 5.239 3.850
145 H -8.631 3.130 0.213
146 H -2.466 2.479 1.146
147 H 3.801 -0.993 -2.437
148 C 3.154 0.973 4.183
149 H -0.882 -4.742 -5.452
150 O -2.489 -1.111 -0.214
151 C 0.391 2.400 4.279
152 H 2.082 3.597 -4.765
153 H -9.060 0.668 -2.406

Summary:
2S+1 = 2
lowest unoccupied orbital energy (alpha / beta) = 2.18 / 2.13 eV
ΔE to the lowest compared entry with this formula, charge and spin = 370.3 kJ/mol
charge = -1
E_HOMO (alpha / beta) = 0.613 / -6.655 eV